i:
Entry from the OMol25 dataset: a cluster of 2 separate species, C3H12N2O2 in total (ωB97M-V/def2-TZVPD).

```
19
C3H12N2O2 ωB97M-V/def2-TZVPD
N -0.314 0.173 2.818
C -0.626 -0.839 1.767
C 0.195 -0.736 0.427
N 0.835 -1.939 -0.007
C -0.844 -0.459 -0.707
O -0.011 0.042 -1.818
H 0.292 0.904 2.427
H -1.126 0.702 2.887
H -1.664 -0.756 1.629
H -0.530 -1.886 2.168
H 0.997 -0.081 0.659
H 0.957 -1.697 -0.994
H 1.804 -2.101 0.372
H -1.322 -1.371 -1.004
H -1.283 0.477 -0.407
H -0.598 -0.232 -2.582
O 0.723 3.107 -1.853
H 0.169 3.312 -2.587
H 0.608 2.105 -1.801
```

The charge is 0. The HOMO-LUMO gap comes out at 9.991 eV.

=====

ii:
Entry from the OMol25 dataset: a cluster of 3 separate species, C3H12N2O2 in total (ωB97M-V/def2-TZVPD).

```
19
C3H12N2O2 ωB97M-V/def2-TZVPD
H 2.014 -2.181 1.248
N 1.258 -2.122 0.566
C 1.273 -1.014 -0.088
N 0.517 0.046 0.188
C 0.637 1.330 -0.503
C -0.688 2.081 -0.499
H 1.863 -0.804 -0.999
H 0.186 0.165 1.132
H 0.967 1.189 -1.531
H 1.395 1.930 0.009
H -1.526 1.387 -0.530
H -0.763 2.727 -1.367
H -0.815 2.697 0.391
O -0.660 -1.156 2.697
H -0.136 -1.899 2.335
H -1.487 -1.550 2.986
O -1.368 -0.730 -2.342
H -1.748 -1.598 -2.175
H -0.921 -0.497 -1.519
```

The charge is 0. The HOMO-LUMO gap comes out at 9.099 eV.

=====

Here are the energies relative to the best structure, in kcal/mol: i 9.4; ii 0.0.

=====

i:
Entry from the OMol25 dataset: the molecule C5H5NO (ωB97M-V/def2-TZVPD).

```
12
C5H5NO ωB97M-V/def2-TZVPD
O 0.998 -1.181 0.839
C -0.331 0.340 0.980
C -0.342 0.982 -0.310
C 0.781 0.202 -1.126
C 1.316 -0.838 -0.525
C -1.621 0.874 -1.017
N -2.646 0.775 -1.543
H 0.639 -2.088 0.868
H -1.117 -0.347 1.273
H 0.275 0.755 1.776
H -0.020 2.025 -0.268
H 2.067 -1.498 -0.949
```

The charge is 0. The HOMO-LUMO gap comes out at 7.524 eV.

=====

ii:
Entry from the OMol25 dataset: the molecule C5H5NO (ωB97M-V/def2-TZVPD).

```
12
C5H5NO ωB97M-V/def2-TZVPD
C -2.650 -1.406 0.139
C -1.667 -0.779 0.445
C -0.466 -0.014 0.757
O -0.438 0.811 1.650
C 0.718 -0.270 -0.118
C 1.205 0.915 -0.883
N 1.956 0.397 0.240
H -3.530 -1.954 -0.122
H 0.798 -1.262 -0.552
H 0.650 1.844 -0.764
H 1.652 0.754 -1.860
H 1.773 0.964 1.068
```

The charge is 0. The HOMO-LUMO gap comes out at 10.111 eV.

=====

iii:
Entry from the OMol25 dataset: a structure of composition C5H5NO (ωB97M-V/def2-TZVPD).

```
12
C5H5NO ωB97M-V/def2-TZVPD
C -1.018 -1.053 -0.080
C -0.775 0.277 0.033
C -1.074 1.554 0.254
C 1.141 0.190 -0.306
C 1.090 -1.227 0.237
N -0.012 -1.848 0.257
O 2.008 0.920 0.178
H -1.908 -1.444 -0.524
H -0.524 2.279 -0.422
H -1.614 1.785 1.085
H 0.720 0.242 -1.353
H 1.966 -1.674 0.640
```

The charge is 0. The HOMO-LUMO gap comes out at 8.350 eV.

=====

Here are the energies relative to the best structure, in kcal/mol: i 60.6; ii 0.0; iii 30.1.

=====

i:
Entry from the OMol25 dataset: the molecule C5H5NO (ωB97M-V/def2-TZVPD).

```
12
C5H5NO ωB97M-V/def2-TZVPD
O -1.899 0.336 0.587
C -0.773 -0.466 0.767
C 0.272 -0.263 -0.383
C 0.684 1.705 0.122
C 0.510 1.198 -1.041
C 1.514 -0.980 -0.079
N 2.467 -1.580 0.188
H -1.625 1.248 0.761
H -0.301 -0.320 1.747
H -1.110 -1.506 0.707
H -0.177 -0.720 -1.265
H 0.439 1.347 -2.112
```

The charge is 0. The HOMO-LUMO gap comes out at 10.845 eV.

=====

ii:
Entry from the OMol25 dataset: the molecule C5H5NO (ωB97M-V/def2-TZVPD).

```
12
C5H5NO ωB97M-V/def2-TZVPD
C 0.943 2.191 -0.033
C 0.713 1.023 -0.200
C 0.374 -0.400 -0.352
C 1.421 -1.265 0.217
N 2.210 -1.982 0.663
C -1.003 -0.703 0.293
O -2.038 -0.148 -0.470
H 1.174 3.224 0.119
H 0.282 -0.643 -1.418
H -0.999 -0.336 1.329
H -1.161 -1.784 0.310
H -1.964 0.815 -0.424
```

The charge is 0. The HOMO-LUMO gap comes out at 11.483 eV.

=====

Here are the energies relative to the best structure, in kcal/mol: i 54.9; ii 0.0.

=====

i:
Entry from the OMol25 dataset: the molecule C5H5NO (ωB97M-V/def2-TZVPD).

```
12
C5H5NO ωB97M-V/def2-TZVPD
N 3.170 -0.325 -0.333
C 2.081 -0.308 0.028
C 0.783 -0.150 0.617
C -0.409 -0.947 0.047
C -1.434 0.131 -0.389
C -0.901 1.302 -0.242
O 0.387 1.364 0.266
H 0.983 -0.175 1.715
H -0.936 -1.572 0.736
H -0.010 -1.377 -0.899
H -2.471 -0.165 -0.873
H -1.242 2.222 -0.673
```

The charge is 0. The HOMO-LUMO gap comes out at 10.001 eV.

=====

ii:
Entry from the OMol25 dataset: a cluster of 3 separate species, C5H5NO in total (ωB97M-V/def2-TZVPD).

```
12
C5H5NO ωB97M-V/def2-TZVPD
O 0.671 1.600 1.850
C 0.812 0.968 0.886
C 0.498 0.496 -0.395
C 0.167 -0.965 -0.035
C -0.751 -0.220 -0.949
C -2.102 0.109 -0.537
N -3.173 0.363 -0.179
H 1.985 -0.448 1.037
H 1.332 0.557 -1.092
H -0.324 -1.024 0.947
H 1.516 -1.132 0.494
H -0.630 -0.303 -2.029
```

The charge is 0. The HOMO-LUMO gap (alpha / beta) comes out at 8.325 / 8.323 eV.

=====

iii:
Entry from the OMol25 dataset: the molecule C5H5NO (ωB97M-V/def2-TZVPD).

```
12
C5H5NO ωB97M-V/def2-TZVPD
O -1.170 -0.628 -0.794
C 0.126 -0.999 -0.621
C -0.436 0.052 -1.786
C -0.231 0.923 -2.621
C 0.555 -0.868 0.770
C 0.364 0.489 1.375
N -0.414 -0.633 1.839
H 0.071 1.615 -3.382
H 1.440 -1.439 1.013
H -0.104 1.245 0.748
H 1.142 0.848 2.044
H -1.343 -0.606 1.416
```

The charge is 0. The HOMO-LUMO gap (alpha / beta) comes out at 7.793 / 7.562 eV.

=====

iv:
Entry from the OMol25 dataset: a structure of composition C5H5NO (ωB97M-V/def2-TZVPD).

```
12
C5H5NO ωB97M-V/def2-TZVPD
O -1.065 1.745 0.000
C -0.826 -0.589 -0.086
C 0.481 -1.053 -0.434
C 0.786 0.402 -0.529
C 0.282 1.593 -0.338
C 1.201 -1.710 0.643
N 1.707 -2.229 1.541
H -1.111 1.922 0.946
H -1.181 -0.583 0.947
H -1.616 -0.509 -0.829
H 0.554 -1.539 -1.395
H 0.787 2.551 -0.466
```

The charge is 0. The HOMO-LUMO gap comes out at 9.270 eV.

=====

Here are the energies relative to the best structure, in kcal/mol: i 0.0; ii 111.8; iii 128.0; iv 65.5.

=====

i:
Entry from the OMol25 dataset: the molecule C5H5NO (ωB97M-V/def2-TZVPD).

```
12
C5H5NO ωB97M-V/def2-TZVPD
N 0.463 -1.764 -2.341
C 0.392 -1.050 -1.479
C 0.066 -0.393 -0.278
C -0.911 0.637 -0.317
O -0.904 1.462 0.681
C 0.077 0.839 1.792
C 0.826 -0.245 1.149
H -1.462 1.028 -1.034
H -0.505 0.538 2.701
H 0.547 1.743 1.935
H 0.983 -1.359 1.519
H 1.732 -0.025 0.620
```

The charge is 0. The HOMO-LUMO gap comes out at 9.221 eV.

=====

ii:
Entry from the OMol25 dataset: the molecule C5H5NO (ωB97M-V/def2-TZVPD).

```
12
C5H5NO ωB97M-V/def2-TZVPD
N 0.484 -1.614 -2.206
C 0.342 -0.630 -1.613
C 0.165 0.574 -0.831
C 0.981 0.732 0.426
C -0.480 0.438 0.536
C -0.965 -0.938 0.906
O -2.090 -1.315 0.696
H -0.066 1.462 -1.411
H 1.699 -0.054 0.651
H 1.320 1.736 0.657
H -1.143 1.245 0.834
H -0.205 -1.595 1.373
```

The charge is 0. The HOMO-LUMO gap comes out at 10.883 eV.

=====

Here are the energies relative to the best structure, in kcal/mol: i 35.2; ii 0.0.

=====

i:
Entry from the OMol25 dataset: a cluster of 2 separate species, C14H16 in total (ωB97M-V/def2-TZVPD).

```
30
C14H16 ωB97M-V/def2-TZVPD
C 1.983 1.698 -0.333
C 2.538 0.366 -0.780
C 3.578 0.279 -1.715
C 4.258 -0.910 -1.841
C 3.878 -2.047 -1.123
C 2.770 -1.987 -0.307
C 2.103 -0.774 -0.124
H 0.974 1.895 -0.713
H 2.616 2.523 -0.644
H 1.887 1.754 0.748
H 3.735 1.154 -2.328
H 5.078 -1.034 -2.547
H 4.448 -2.945 -1.292
H 2.453 -2.861 0.246
H 1.259 -0.772 0.546
C -3.141 -0.709 -1.166
C -3.048 -0.001 0.171
C -3.554 -0.630 1.305
C -3.303 -0.094 2.555
C -2.692 1.138 2.685
C -2.124 1.745 1.562
C -2.331 1.193 0.308
H -2.322 -1.412 -1.261
H -3.222 -0.023 -2.010
H -4.074 -1.252 -1.151
H -4.126 -1.540 1.191
H -3.623 -0.622 3.433
H -2.484 1.684 3.593
H -1.508 2.633 1.657
H -2.003 1.550 -0.664
```

The charge is 0. The HOMO-LUMO gap comes out at 9.830 eV.

=====

ii:
Entry from the OMol25 dataset: a cluster of 2 separate species, C14H16 in total (ωB97M-V/def2-TZVPD).

```
30
C14H16 ωB97M-V/def2-TZVPD
C -1.304 0.702 3.163
C -1.757 0.633 1.792
C -1.159 -0.244 0.873
C -1.650 -0.317 -0.461
C -2.455 0.671 -0.933
C -2.956 1.606 -0.074
C -2.804 1.397 1.266
H -0.562 -0.142 3.345
H -2.124 0.631 3.883
H -0.751 1.651 3.373
H -0.377 -0.879 1.251
H -1.344 -1.198 -1.074
H -2.904 0.763 -1.867
H -3.477 2.459 -0.408
H -3.338 1.943 1.998
C 2.191 -1.766 0.784
C 2.050 -1.004 -0.501
C 1.774 -1.771 -1.613
C 1.550 -1.030 -2.831
C 1.690 0.391 -2.867
C 1.912 0.995 -1.667
C 2.215 0.373 -0.503
H 1.546 -1.303 1.555
H 3.282 -1.630 1.096
H 1.957 -2.817 0.867
H 1.707 -2.866 -1.510
H 1.381 -1.296 -3.850
H 1.427 0.963 -3.782
H 1.833 2.088 -1.667
H 2.446 0.995 0.362
```

The charge is 0. The HOMO-LUMO gap comes out at 9.756 eV.

=====

Here are the energies relative to the best structure, in kcal/mol: i 0.0; ii 28.2.